A 6-piece molecular cluster, C28H48NO15P overall, computed with the ωB97M-V functional and the def2-TZVPD basis.

## Properties
* E: -2620.354141 Ha
* ΔE to the lowest compared entry with this formula, charge and spin: 0.0 kcal per mole
* orbital gap: 7.9698 eV
* structure (SMILES): C[C@@H]1COC(=O)O1.C[C@@H]1COC(=O)O1.C[C@@H]1COC(=O)O1.C[C@@H]1COC(=O)O1.C[C@@H]1COC(=O)O1.C#CCCC[PH3]NCCC
* net charge: 0
* LUMO energy: 0.5 eV
* max |F|: 1.1 eV Å⁻¹

Each line ends with the Mulliken charge.
Positions of all 93 atoms, in Å:
C: -6.24 -2.20 -2.95  -0.207
C: -5.40 -1.35 -2.81  -0.497
C: -4.34 -0.35 -2.65  -0.135
C: -3.05 -0.82 -3.34  -0.556
C: -1.76 -0.19 -2.81  -1.121
P: -1.46 -0.36 -0.91  0.725
N: -1.10 -0.57 0.84  -0.502
C: -0.56 0.62 1.50  0.104
C: -1.56 1.23 2.50  -0.528
C: -2.40 2.40 1.96  -0.935
H: -6.81 -3.06 -3.21  0.436
H: -4.68 0.59 -3.08  0.390
H: -4.21 -0.19 -1.58  0.077
H: -2.97 -1.91 -3.33  0.169
H: -3.16 -0.55 -4.40  0.475
H: -0.93 -0.72 -3.28  0.416
H: -1.66 0.85 -3.12  0.486
H: -2.55 -1.25 -0.79  -0.298
H: -0.17 -0.83 -1.19  -0.074
H: -1.74 1.02 -0.73  0.011
H: -1.90 -0.93 1.34  0.248
H: 0.33 0.36 2.09  0.284
H: -0.23 1.38 0.78  -0.354
H: -2.23 0.46 2.88  0.313
H: -0.98 1.65 3.33  0.352
H: -1.77 3.24 1.67  0.184
H: -3.05 2.74 2.77  0.398
H: -3.03 2.09 1.13  0.180
C: -2.47 -6.82 0.43  -1.396
C: -2.40 -5.35 0.14  0.605
C: -3.28 -4.86 -0.99  -0.454
O: -2.56 -3.72 -1.45  -0.221
C: -1.25 -3.91 -1.17  0.504
O: -0.36 -3.23 -1.58  -0.532
O: -1.09 -4.98 -0.36  -0.386
H: -3.44 -7.06 0.86  0.210
H: -2.33 -7.41 -0.48  0.341
H: -1.69 -7.11 1.13  0.435
H: -2.58 -4.77 1.05  0.217
H: -4.28 -4.58 -0.67  0.376
H: -3.35 -5.59 -1.80  0.276
C: 4.30 4.00 1.58  -1.612
C: 3.34 3.44 0.56  0.734
C: 3.35 4.13 -0.79  -0.316
O: 2.01 3.90 -1.25  -0.354
C: 1.22 3.76 -0.16  0.625
O: 0.03 3.73 -0.18  -0.530
O: 1.97 3.65 0.96  -0.374
H: 5.33 3.79 1.30  0.423
H: 4.17 5.08 1.68  0.379
H: 4.10 3.56 2.56  0.389
H: 3.49 2.37 0.44  0.241
H: 4.09 3.72 -1.48  0.134
H: 3.50 5.21 -0.70  0.278
C: 5.65 6.20 -6.12  -1.444
C: 5.62 6.07 -4.62  0.531
C: 6.92 6.39 -3.91  -0.526
O: 6.81 5.59 -2.73  -0.289
C: 6.02 4.53 -3.02  0.648
O: 5.86 3.59 -2.32  -0.609
O: 5.42 4.70 -4.22  -0.334
H: 5.74 7.25 -6.41  0.386
H: 6.49 5.64 -6.54  0.350
H: 4.74 5.80 -6.56  0.357
H: 4.80 6.66 -4.21  0.263
H: 7.03 7.44 -3.65  0.301
H: 7.79 6.06 -4.47  0.320
C: -5.40 -11.03 -1.25  -1.480
C: -5.46 -10.07 -0.08  0.554
C: -6.83 -9.84 0.50  -0.533
O: -6.71 -8.52 1.04  -0.332
C: -5.76 -7.87 0.32  0.623
O: -5.54 -6.70 0.39  -0.502
O: -5.11 -8.73 -0.49  -0.321
H: -5.61 -12.04 -0.91  0.389
H: -6.13 -10.75 -2.01  0.353
H: -4.41 -11.01 -1.71  0.372
H: -4.75 -10.37 0.69  0.262
H: -7.10 -10.54 1.29  0.304
H: -7.61 -9.83 -0.26  0.309
C: 4.12 4.15 7.40  -1.436
C: 4.66 5.25 6.52  0.496
C: 3.64 5.95 5.65  -0.448
O: 4.43 6.38 4.55  -0.309
C: 5.48 5.53 4.43  0.688
O: 6.22 5.49 3.51  -0.534
O: 5.55 4.72 5.51  -0.354
H: 3.50 4.57 8.19  0.384
H: 3.53 3.44 6.82  0.344
H: 4.94 3.59 7.86  0.351
H: 5.23 5.97 7.11  0.251
H: 3.16 6.80 6.14  0.312
H: 2.87 5.27 5.28  0.271

=====

A 2-piece molecular cluster, C28H48NO7PS overall, computed with the ωB97M-V functional and the def2-TZVPD basis.

## Properties
* E: -2416.599405 Ha
* ΔE to the lowest compared entry with this formula, charge and spin: 0.0 kcal per mole
* orbital gap: 8.9871 eV
* structure (SMILES): C#C[C@H]1[C@@](C=C)(CCCOC)CS(=O)(=O)O[C@]1(CCCCCCCCCCCC)P(=O)(O)O.c1cc[nH]c1
* net charge: 0
* LUMO energy: 0.4 eV
* max |F|: 3.0 eV Å⁻¹

Each line ends with the Mulliken charge.
Positions of all 86 atoms, in Å:
C: -1.74 -0.97 -3.96  0.082
C: -1.68 -0.54 -2.85  -2.423
C: -1.57 0.04 -1.51  0.475
C: -2.33 -0.87 -0.50  0.921
C: -2.64 -0.13 0.79  -0.396
C: -2.90 -0.75 1.96  -1.288
C: -3.68 -1.34 -1.10  -1.274
C: -4.59 -0.19 -1.55  -0.334
C: -5.96 -0.28 -0.89  -0.812
O: -6.94 0.54 -1.49  -0.452
C: -6.65 1.91 -1.38  -0.679
C: -1.47 -2.13 -0.24  -1.122
S: 0.08 -1.65 0.53  1.668
O: -0.09 -1.78 1.95  -0.697
O: 1.20 -2.42 0.06  -0.691
O: 0.25 -0.10 0.23  -0.591
C: -0.08 0.34 -1.12  1.357
C: 0.93 -0.24 -2.13  -2.329
C: 2.39 -0.03 -1.74  0.777
C: 3.32 -1.05 -2.38  -1.120
C: 4.76 -1.06 -1.82  -1.072
C: 5.39 0.32 -1.55  -0.575
C: 6.01 0.48 -0.15  -0.935
C: 5.11 0.13 1.03  -0.769
C: 4.09 1.20 1.45  -0.057
C: 4.58 2.65 1.38  -0.509
C: 3.70 3.54 2.30  -1.032
C: 3.17 4.82 1.62  -0.142
C: 1.87 5.30 2.29  -1.330
P: 0.07 2.17 -1.06  0.439
O: -0.22 2.78 -2.36  -0.840
O: 1.48 2.60 -0.48  -0.227
O: -0.96 2.64 0.06  -0.556
H: -2.05 -1.26 -4.94  0.564
H: -2.12 0.98 -1.58  1.196
H: -2.65 0.96 0.79  0.785
H: -2.41 -0.47 2.88  0.174
H: -3.57 -1.61 1.98  0.260
H: -4.19 -1.84 -0.27  0.807
H: -3.54 -2.10 -1.87  0.334
H: -4.72 -0.12 -2.63  0.497
H: -4.16 0.77 -1.24  0.230
H: -5.89 -0.04 0.18  0.402
H: -6.30 -1.32 -0.96  0.391
H: -6.10 2.15 -0.46  0.293
H: -6.07 2.27 -2.23  0.254
H: -7.58 2.47 -1.36  0.249
H: -1.95 -2.79 0.48  0.150
H: -1.32 -2.66 -1.18  0.558
H: 0.70 -1.29 -2.31  0.585
H: 0.75 0.31 -3.05  0.681
H: 2.56 -0.04 -0.66  -0.372
H: 2.69 0.95 -2.10  0.495
H: 2.90 -2.04 -2.16  0.355
H: 3.32 -0.99 -3.47  0.368
H: 4.79 -1.70 -0.94  0.457
H: 5.37 -1.56 -2.56  0.464
H: 4.72 1.16 -1.73  0.229
H: 6.21 0.44 -2.26  0.506
H: 6.42 1.49 -0.07  0.338
H: 6.87 -0.19 -0.11  0.411
H: 4.58 -0.81 0.89  0.301
H: 5.76 -0.03 1.90  0.493
H: 3.15 1.14 0.91  -0.341
H: 3.84 1.01 2.50  0.525
H: 4.45 3.06 0.37  0.245
H: 5.62 2.73 1.70  0.507
H: 2.82 2.95 2.57  0.353
H: 4.21 3.78 3.22  0.422
H: 3.02 4.69 0.56  0.205
H: 3.90 5.61 1.82  0.384
H: 1.30 4.47 2.71  0.293
H: 2.06 6.00 3.10  0.378
H: 1.21 5.81 1.58  0.333
H: 2.08 2.81 -1.21  0.322
H: -0.79 2.17 0.89  0.415
N: -3.42 -6.13 1.68  -0.007
C: -4.49 -5.93 2.52  -0.529
C: -4.18 -4.88 3.34  -0.551
C: -2.87 -4.43 3.00  -0.293
C: -2.44 -5.23 1.97  -0.725
H: -3.37 -6.84 0.97  0.190
H: -5.37 -6.54 2.45  0.409
H: -4.82 -4.48 4.11  0.406
H: -2.32 -3.63 3.45  0.569
H: -1.52 -5.22 1.41  0.565

=====

C28H49BeBrNP3 as an isolated structure, computed with the ωB97M-V functional and the def2-TZVPD basis.

## Properties
* E: -4763.123627 Ha
* ΔE to the lowest compared entry with this formula, charge and spin: 149.7 kcal per mole
* orbital gap: 3.2859 eV
* net charge: +2
* LUMO energy: -8.5 eV
* max |F|: 2.5 eV Å⁻¹

Each line ends with the Mulliken charge.
Positions of all 83 atoms, in Å:
N: -6.09 4.37 -4.37  -0.478
C: -5.97 4.53 -3.06  -0.403
C: -5.31 3.59 -2.26  -0.392
C: -4.56 2.57 -2.89  0.000
C: -4.85 2.33 -4.26  -0.196
C: -5.59 3.29 -4.96  -0.367
C: -3.46 1.92 -2.16  -0.860
Be: -1.58 0.93 -1.17  -0.330
P: 4.82 -0.90 0.35  -0.384
C: -2.15 1.83 -2.65  0.455
C: -1.01 2.37 -1.91  0.877
C: 0.28 1.82 -2.18  -1.009
C: 1.35 2.07 -1.33  -0.250
C: 1.11 2.63 -0.07  0.077
C: -0.20 2.99 0.29  -0.521
C: -1.27 2.88 -0.61  -0.442
Br: 2.48 2.69 1.20  0.001
H: -3.72 1.65 -1.10  0.700
H: -1.96 1.47 -3.66  0.688
H: -5.27 3.72 -1.18  0.396
H: -4.49 1.42 -4.76  0.424
H: -6.39 5.44 -2.62  0.380
H: -5.76 3.16 -6.04  0.368
H: 0.41 1.31 -3.13  0.495
H: -2.21 3.39 -0.43  0.828
H: 2.39 1.80 -1.61  0.491
H: -0.45 3.35 1.29  0.490
P: -0.87 -1.68 0.23  0.795
C: 5.37 0.84 0.43  0.131
C: 6.81 1.11 -0.04  -1.339
H: 5.25 1.16 1.47  0.380
H: 4.63 1.40 -0.15  -0.121
H: 7.03 2.18 0.08  0.393
H: 7.52 0.55 0.58  0.350
H: 6.97 0.84 -1.08  0.293
C: 3.99 -1.00 -1.26  0.960
C: 4.81 -1.97 -2.13  -1.439
H: 3.97 0.01 -1.69  0.211
H: 2.96 -1.35 -1.11  -0.807
H: 4.40 -2.05 -3.13  0.427
H: 5.85 -1.63 -2.21  0.334
H: 4.83 -2.97 -1.68  0.380
C: 3.58 -1.15 1.68  0.937
C: 4.29 -1.70 2.92  -1.398
H: 2.84 -1.86 1.29  -0.215
H: 3.07 -0.19 1.84  -0.215
H: 3.61 -2.35 3.49  0.360
H: 5.16 -2.29 2.62  0.431
H: 4.63 -0.89 3.57  0.357
C: -0.59 -3.21 1.32  -0.046
C: -1.60 -4.35 1.37  -1.377
H: -0.43 -2.78 2.32  -0.034
H: 0.40 -3.61 1.03  0.432
H: -2.52 -4.04 1.88  0.276
H: -1.86 -4.71 0.36  0.340
H: -1.16 -5.18 1.92  0.419
C: 0.28 -2.09 -1.19  0.121
C: -0.30 -2.19 -2.60  -1.231
H: 0.82 -3.01 -0.92  0.731
H: 1.01 -1.26 -1.13  -0.607
H: -1.19 -2.82 -2.63  0.304
H: -0.53 -1.19 -3.01  0.189
H: 0.47 -2.65 -3.25  0.405
C: -2.53 -2.06 -0.52  -1.063
C: -3.68 -1.93 0.47  -1.398
H: -2.50 -3.07 -0.95  0.450
H: -2.67 -1.33 -1.35  0.701
H: -4.57 -1.53 -0.03  0.393
H: -3.98 -2.91 0.86  0.399
H: -3.47 -1.27 1.32  0.131
C: -2.29 0.63 3.55  -1.160
P: -0.56 0.04 3.30  1.021
C: 0.31 1.39 4.19  -1.211
C: -0.44 -1.24 4.63  -1.579
H: -2.30 1.73 3.44  0.389
H: -2.66 0.35 4.55  0.380
H: -2.95 0.20 2.78  0.085
H: 0.07 1.30 5.26  0.420
H: 1.39 1.31 4.05  0.294
H: 0.00 2.37 3.83  0.328
H: -0.56 -0.76 5.61  0.503
H: -1.18 -2.03 4.52  0.401
H: 0.55 -1.71 4.59  0.350